The following is a quantum chemistry calculation of 2 unconnected molecules or ions with the total composition C15H22BBr2FN2O11P3S, from the Open Molecules 2025 dataset.

XYZ file:
```
58
Properties=species:S:1:pos:R:3:lowdin_charge:R:1
C 4.48650 0.02567 2.09282 -0.142
C 3.12969 0.24416 1.37278 -0.640
Br 3.13353 2.15005 0.81178 0.702
C 2.93206 -0.68963 0.15828 -0.185
C 1.69550 -1.65303 0.34618 -0.366
C 1.86498 -2.31020 1.71125 -0.349
O 1.06305 -2.08961 2.58672 0.158
N 2.95010 -3.21780 1.96670 0.195
C 3.81047 -2.91053 3.00358 -0.546
O 5.00270 -3.10923 2.92659 0.108
F 3.30378 -2.41184 4.11891 0.155
O 0.63562 -0.77980 0.27135 -0.002
B -0.04576 -0.77664 -1.03152 -1.019
P -1.97118 -0.79275 -0.55083 0.911
P -3.09435 0.04894 -2.20895 0.226
O -4.52695 0.02828 -1.87148 -0.379
O -2.67352 1.59701 -2.45402 -0.178
O -2.83632 -0.81745 -3.54432 -0.162
C 0.37418 0.33334 -2.14191 -0.140
C 0.41729 0.04970 -3.49680 -0.058
C 0.77731 1.04628 -4.35490 -0.178
N 1.13517 2.27735 -4.05736 0.056
C 1.09393 2.55737 -2.76471 -0.166
C 0.70982 1.62880 -1.84283 -0.099
O 0.43789 -2.06417 -1.61981 -0.256
C 1.55939 -2.54863 -0.97379 -0.810
S 2.89133 -2.37546 -2.26417 0.799
P 1.23725 -4.42929 -0.95037 0.598
O 1.37250 -4.93949 0.61741 -0.371
Br -0.98131 -4.63047 -1.36675 0.287
H 5.13396 -0.66501 1.55819 0.074
H 5.02734 0.96500 2.15570 0.032
H 4.34245 -0.28523 3.12563 0.069
H 2.34064 0.18205 2.11451 0.083
H 3.85096 -1.26657 0.04626 0.083
H 2.76145 -0.06287 -0.71007 0.084
H 3.46714 -3.47878 1.13872 0.144
H -2.13428 0.16185 0.48061 -0.088
H -2.59621 1.97466 -1.57024 0.055
H -2.74146 -1.72816 -3.23453 0.063
H 0.14687 -0.92649 -3.86273 0.109
H 0.77178 0.79715 -5.41479 0.099
H 1.37137 3.54800 -2.42848 0.099
H 0.66849 1.93721 -0.80452 0.078
H 2.96257 -3.61132 -2.79505 -0.166
H 1.73719 -5.82733 0.56419 0.038
C -6.35951 3.83706 0.54462 -0.037
O -5.94194 3.82684 1.91325 0.001
C -4.75803 3.24651 2.10584 -0.629
O -4.06804 2.76534 1.25237 0.125
O -4.47497 3.29086 3.40880 0.001
C -3.22196 2.69233 3.74779 -0.040
H -7.32766 4.33002 0.51370 0.089
H -5.65559 4.39784 -0.06751 0.097
H -6.46396 2.82191 0.16593 0.102
H -2.40166 3.21025 3.25393 0.098
H -3.21581 1.63625 3.48421 0.099
H -3.10577 2.78967 4.82386 0.090
```

Computed properties:
E_tot, Ha: -8217.22324
HOMO energy, eV: -5.29
Frontier orbital gap, eV: 7.38
Net charge: -1

---

The following is a quantum chemistry calculation of 3 unconnected molecules or ions with the total composition C15H22BF2NO3P, from the Open Molecules 2025 dataset.

XYZ file:
```
45
Properties=species:S:1:pos:R:3:lowdin_charge:R:1
C -2.13948 -2.77185 -1.44118 -0.136
B -2.20486 -1.32113 -0.65632 -0.669
C -1.89884 -0.03635 -1.68199 -0.211
C -1.71188 1.25413 -0.81986 -0.306
N -0.72429 2.22860 -1.38740 -0.014
P -3.92283 -1.08282 0.18820 0.597
O -4.41269 -2.34968 0.88397 -0.402
O -5.10055 -0.59051 -0.90279 -0.194
O -3.92703 0.11755 1.38761 -0.208
H -2.94128 -3.42294 -1.04670 0.029
H -1.21711 -3.29631 -1.21486 0.015
H -2.28385 -2.70879 -2.53266 0.041
H -1.28972 -1.30147 0.13478 0.065
H -1.00751 -0.24163 -2.28413 0.066
H -2.78105 0.16759 -2.31333 0.070
H -1.38219 0.93581 0.18120 0.072
H -2.68788 1.73793 -0.69898 0.100
H -1.12973 3.14082 -1.21430 0.040
H 0.07101 2.19265 -0.76459 0.004
H -4.91814 -1.06914 -1.70377 0.036
H -3.04469 0.03498 1.73393 0.020
F 0.54096 -2.07164 -1.27757 0.061
C 1.79568 -1.72850 -1.56817 -0.268
C 2.76150 -2.71388 -1.68117 -0.017
C 4.06636 -2.35048 -1.98729 -0.101
C 4.39199 -1.01086 -2.16710 -0.115
C 3.41060 -0.03343 -2.04601 -0.084
C 2.10232 -0.39110 -1.74971 -0.003
H 2.48896 -3.75031 -1.52996 0.115
H 4.82943 -3.11197 -2.08521 0.096
H 5.41124 -0.72967 -2.40205 0.091
H 3.66413 1.00977 -2.18246 0.102
H 1.32212 0.35523 -1.66023 0.097
F 1.53376 1.75266 0.56288 0.046
C 1.34637 1.91548 1.88459 -0.279
C 1.60783 0.85867 2.73603 -0.006
C 1.41618 1.02845 4.10000 -0.082
C 0.95814 2.24485 4.59297 -0.103
C 0.69566 3.29471 3.72197 -0.088
C 0.89477 3.13316 2.35770 -0.016
H 1.95423 -0.08319 2.33077 0.121
H 1.62201 0.21139 4.77826 0.103
H 0.80457 2.37274 5.65682 0.097
H 0.33389 4.23976 4.10469 0.101
H 0.70193 3.94071 1.66340 0.116
```

Computed properties:
E_tot, Ha: -1431.31249
HOMO energy, eV: -4.86
Frontier orbital gap, eV: 7.56
Net charge: -1

---

The following is a quantum chemistry calculation of a molecular structure, C15H22Cl2N4O2Se3Tb, from the Open Molecules 2025 dataset.

XYZ file:
```
49
Properties=species:S:1:pos:R:3:lowdin_charge:R:1
Tb 0.11170 0.04929 -0.29124 1.436
C -1.02123 -0.88398 3.02711 -0.422
Se -1.47700 0.83393 2.26174 0.850
C -0.43764 2.18503 3.28952 -0.454
C 0.06757 3.32521 2.42022 -0.459
Se 0.41197 3.07732 0.42829 0.853
C -1.25420 4.03459 -0.23476 -0.299
H -1.45897 -1.62351 2.36846 -0.065
H -1.57517 -0.93736 4.00926 0.061
H 0.01748 -1.00636 3.30539 0.018
H 0.42547 1.71632 3.74654 0.053
H -1.09957 2.53752 4.06840 0.070
H 1.10333 3.47680 2.68929 0.055
H -0.60772 4.19185 2.28545 0.067
H -0.96527 5.06584 -0.46848 0.037
H -2.00846 3.87277 0.54830 0.032
H -1.51391 3.49864 -1.12950 -0.001
Cl -3.44447 -3.02403 1.49037 0.617
C -3.97776 -2.01525 0.14296 -0.797
Cl -2.52809 -1.52186 -0.95803 0.485
H -4.36165 -1.11341 0.51840 0.018
H -4.62088 -2.60132 -0.46872 0.029
N 2.81716 2.78261 -3.40019 -0.016
C 1.66389 2.48567 -4.18555 -0.309
C 1.04513 1.07599 -4.13678 -0.076
C 0.69152 0.77343 -2.70439 -0.639
O 1.43803 -0.08390 -2.11203 -0.156
O -0.47081 1.09892 -2.24497 -0.185
H 3.18676 3.73129 -3.64309 0.105
H 3.54040 2.05063 -3.45835 0.089
H 1.83863 2.73853 -5.22973 0.109
H 0.98881 3.25058 -3.76611 0.121
H 1.72360 0.23722 -4.53804 0.158
H 0.14554 1.11538 -4.75689 0.129
Se 3.53407 0.27855 4.04436 0.611
C 2.52797 0.09610 2.65647 -1.047
N 1.79731 0.03040 1.71383 -0.109
N -0.57234 -4.56784 3.56986 0.202
C -0.23160 -4.26591 2.49565 -0.191
C 0.16792 -3.87213 1.17734 -0.178
C -0.36764 -4.53945 0.04147 0.004
C 0.05393 -4.24668 -1.26852 -0.020
C 0.78430 -3.06047 -1.41189 -0.073
N 1.15655 -2.26532 -0.29413 -0.067
C 1.06231 -2.77047 0.94556 -0.082
H -0.99232 -5.37623 0.18107 0.114
H -0.05449 -4.90455 -2.10419 0.116
H 1.12838 -2.65960 -2.34639 0.109
H 1.61147 -2.27081 1.72660 0.098
```

Computed properties:
E_tot, Ha: -9903.22792
HOMO energy (alpha / beta), eV: -10.15 / -10.16
⟨S²⟩: 12.70
Frontier orbital gap (alpha / beta), eV: 6.33 / 6.38
Net charge: +1
ΔE to the lowest compared entry with this formula, charge and spin, kcal/mol: 6.68
2S+1: 7

---

The following is a quantum chemistry calculation of C15H22Cl3N3O3S in the gas phase, from the Open Molecules 2025 dataset.

XYZ file:
```
47
Properties=species:S:1:pos:R:3:lowdin_charge:R:1
C 2.86717 -0.09475 2.12551 -0.101
C 1.84322 0.93991 1.67869 -0.255
C 0.45946 0.68198 2.27329 -0.214
C -0.56365 1.67677 1.72987 -0.211
C -1.92450 1.61546 2.42926 -0.200
C -2.58329 0.23226 2.42897 -0.101
C -2.63707 -0.47745 1.09649 -0.489
O -2.49364 -1.67275 0.97511 0.061
N -2.88999 0.32101 0.01831 0.092
C -2.82529 -0.18678 -1.32954 -0.490
N -1.67804 0.27067 -2.05610 0.043
C -0.38588 -0.15383 -1.79939 -0.237
C -0.09783 -1.32323 -1.09049 0.006
C 1.21538 -1.71227 -0.90653 -0.050
C 2.24359 -0.94522 -1.41543 -0.317
S 3.93591 -1.44772 -1.15838 0.586
N 4.36560 -2.19046 -2.59542 -0.062
O 4.75919 -0.28293 -1.04377 -0.295
O 3.98410 -2.46182 -0.15174 -0.295
C 1.97904 0.21656 -2.11643 -0.071
C 0.67104 0.61017 -2.30970 -0.012
C -4.09366 0.21521 -2.09823 -1.513
Cl -4.04672 -0.44782 -3.73917 0.621
Cl -4.19720 1.99330 -2.20253 0.620
Cl -5.52944 -0.38477 -1.25202 0.628
H 2.54720 -1.09689 1.85160 0.063
H 3.00414 -0.05791 3.20423 0.074
H 3.82447 0.08773 1.64430 0.065
H 2.18201 1.93598 1.97417 0.112
H 1.77219 0.92643 0.58895 0.090
H 0.51114 0.76440 3.36121 0.121
H 0.15126 -0.33482 2.02385 0.110
H -0.16994 2.68928 1.85142 0.116
H -0.67691 1.50104 0.65770 0.093
H -1.79480 1.91445 3.47166 0.115
H -2.59267 2.35139 1.97213 0.104
H -3.61219 0.32427 2.78862 0.128
H -2.06032 -0.43501 3.11481 0.122
H -2.99679 1.31547 0.14217 0.112
H -2.80165 -1.28177 -1.24344 0.145
H -1.74709 1.21759 -2.40454 0.099
H -0.88316 -1.91915 -0.65627 0.098
H 1.45975 -2.60203 -0.34872 0.119
H 4.37827 -1.57362 -3.38933 0.066
H 3.87108 -3.04887 -2.76757 0.069
H 2.80372 0.81135 -2.47641 0.117
H 0.45277 1.51920 -2.85117 0.115
```

Computed properties:
E_tot, Ha: -2753.57253
HOMO energy, eV: -8.69
Frontier orbital gap, eV: 8.88
ΔE to the lowest compared entry with this formula, charge and spin, kcal/mol: 0.00
SMILES: CCCCCCC(=O)N[C@H](Nc1ccc(S(N)(=O)=O)cc1)C(Cl)(Cl)Cl

---

The following is a quantum chemistry calculation of a molecular structure, C15H22CoN6O2S2, from the Open Molecules 2025 dataset.

XYZ file:
```
48
Properties=species:S:1:pos:R:3:lowdin_charge:R:1
Co -0.82266 0.04284 0.88159 0.182
C 0.03344 -4.08464 0.01442 -0.029
C -0.46372 -2.67516 0.01654 -0.240
N -0.46569 -1.92225 1.06547 -0.034
N 0.01732 -2.47715 2.21001 -0.001
C -0.09581 -1.68323 3.25127 -0.850
N 0.40274 -2.19881 4.40907 0.070
S -0.85314 -0.14253 3.30659 0.661
C -0.96683 -2.06144 -1.23191 -0.214
C -0.85430 -2.66687 -2.47698 -0.005
C -1.36338 -2.01071 -3.58510 -0.055
C -1.96657 -0.77185 -3.42415 -0.053
C -2.01952 -0.24094 -2.14586 -0.119
N -1.53946 -0.87347 -1.08320 0.057
H 0.12402 -4.44079 1.03382 0.062
H 1.02009 -4.13941 -0.45640 0.095
H -0.64302 -4.73511 -0.54396 0.081
H 1.02264 -2.98586 4.32720 0.093
H 0.54432 -1.56005 5.17046 0.074
H -0.36806 -3.62760 -2.57456 0.109
H -1.28869 -2.46077 -4.56684 0.109
H -2.38454 -0.23068 -4.26167 0.104
H -2.45733 0.73620 -1.96275 0.119
O 0.52386 0.83212 -0.88169 -0.210
N 0.34849 2.07986 -1.26247 -0.202
C 0.80303 2.44367 -2.48487 -0.030
C 0.67213 3.72280 -2.94807 -0.072
C 0.04860 4.66582 -2.12736 -0.082
C -0.41847 4.27967 -0.89590 -0.095
C -0.28886 2.95650 -0.43068 -0.627
S -0.85849 2.42678 1.10181 0.704
H 1.27320 1.64115 -3.03185 0.133
H 1.05070 3.97596 -3.92814 0.103
H -0.07010 5.68883 -2.46125 0.106
H -0.90902 4.98001 -0.23410 0.102
N -3.09009 0.23310 1.15186 -0.007
H -3.23018 0.21614 2.15591 -0.001
H -3.64638 -0.50965 0.74364 0.044
H -3.42301 1.12367 0.80086 0.019
C 3.87205 0.77244 1.99875 -0.086
C 2.38150 0.81148 2.27065 -0.323
O 1.65677 -0.00511 1.35904 -0.162
H 4.41842 1.35369 2.74510 0.072
H 4.09796 1.19024 1.01292 0.072
H 4.23373 -0.25749 2.02132 0.075
H 2.00161 1.83786 2.23292 0.098
H 2.15749 0.42209 3.26283 0.094
H 1.78323 0.32872 0.45568 0.057
```

Computed properties:
E_tot, Ha: -3242.93290
HOMO energy (alpha / beta), eV: -7.30 / -7.31
⟨S²⟩: 0.77
Frontier orbital gap (alpha / beta), eV: 7.41 / 7.41
ΔE to the lowest compared entry with this formula, charge and spin, kcal/mol: 29.80
2S+1: 2